(1)
The following is a quantum chemistry calculation of a 11-piece molecular cluster, C22H47N7O16 overall, from OMol25.

```
92
Properties=species:S:1:pos:R:3:forces:R:3:mulliken_charge:R:1
C 1.247 -2.999 -4.016 -0.5998 1.1132 -0.0907 -0.72
N 0.216 -3.996 -4.469 1.5744 3.4086 0.1056 1.06
O 0.513 -5.116 -4.240 -0.6134 -2.5459 0.0987 -0.56
O -0.693 -3.533 -5.124 -0.8076 -0.8396 -0.0468 -0.61
H 1.562 -3.146 -2.999 0.1457 -0.6577 0.1757 0.23
H 0.884 -1.978 -4.095 -0.4930 -0.1475 -0.0700 0.22
H 2.028 -3.067 -4.743 0.7154 -0.3472 -0.1324 0.38
C -3.842 -1.439 -3.685 0.3571 -0.2623 2.1291 -0.65
N -3.242 -0.283 -2.955 0.7748 0.1487 -1.2050 0.86
O -3.911 0.278 -2.114 0.4219 0.1855 0.0738 -0.54
O -2.088 -0.019 -3.302 -1.2800 0.1847 0.8716 -0.43
H -3.125 -2.197 -3.373 -0.3462 -0.5549 -0.4761 0.16
H -3.769 -1.247 -4.720 -0.0689 0.1361 -1.0354 0.30
H -4.835 -1.617 -3.267 0.2059 0.0352 -0.3928 0.30
C -3.963 0.157 2.374 -2.5456 -0.2907 0.8171 -0.36
N -3.808 -0.918 3.359 1.1371 -2.5956 -2.2465 1.01
O -3.390 -0.590 4.417 0.3060 0.4631 2.4191 -0.57
O -3.870 -2.095 2.965 -0.5430 1.3893 0.4265 -0.59
H -4.752 -0.162 1.674 0.7585 0.4622 0.0002 0.23
H -2.997 0.355 2.047 1.5374 -0.0212 -1.2796 0.03
H -4.215 0.992 3.001 -0.6195 0.5685 -0.1397 0.30
C 5.650 -0.694 -2.523 -0.9284 -0.5982 0.3173 -0.87
N 4.511 -1.024 -3.454 1.1532 1.4739 0.8427 0.93
O 4.822 -0.854 -4.608 -0.9216 -0.5926 -0.7814 -0.55
O 3.426 -1.307 -2.990 0.2259 -0.3160 -0.4657 -0.44
H 5.235 -0.534 -1.549 -0.1826 0.3315 0.4167 0.30
H 6.187 0.141 -2.926 0.0525 0.3460 -0.1631 0.32
H 6.266 -1.566 -2.483 0.4949 -0.5552 -0.1245 0.34
C 0.690 -0.733 0.026 0.3543 -0.4985 -1.1606 -0.99
N 0.056 -0.038 1.149 -1.5346 -0.3799 -0.1928 1.05
O -0.971 -0.467 1.657 0.1646 -0.7426 -0.5807 -0.48
O 0.567 0.962 1.530 1.4203 1.8888 0.5767 -0.47
H 1.337 -0.090 -0.597 -0.5503 0.0537 0.6889 0.40
H -0.023 -1.275 -0.587 -0.3933 0.2917 0.1108 0.13
H 1.281 -1.499 0.471 0.6557 -0.5935 0.4514 0.31
C -0.400 -2.192 5.934 0.9006 1.8202 -0.0639 -0.68
N 0.264 -3.070 4.964 -1.6097 0.9366 -2.0748 0.92
O 0.973 -3.909 5.416 1.2438 -1.1982 0.1084 -0.58
O 0.029 -2.888 3.754 0.3985 -0.3240 1.5577 -0.52
H -1.454 -2.068 5.726 -0.0906 -0.1760 -0.1523 0.24
H 0.131 -1.210 5.825 -0.6963 -0.8197 -0.0430 0.25
H -0.145 -2.582 6.897 -0.3019 -0.2696 0.4886 0.32
N -0.754 -3.668 0.802 -0.8920 0.7613 0.4578 0.34
C -1.458 -3.398 -0.330 -0.6648 0.7199 0.1477 -0.86
C -1.037 -4.229 -1.314 0.7071 -0.6323 -1.0611 -0.16
C 0.048 -5.013 -0.741 -2.4931 1.1732 -1.4816 -1.16
C 0.085 -4.669 0.536 2.1355 -0.5705 2.2251 -0.37
H -0.826 -3.178 1.678 -0.1173 -0.0590 0.1061 0.23
H -2.186 -2.605 -0.335 -0.1774 -0.0721 0.0120 0.53
H -1.475 -4.305 -2.320 0.4139 0.1023 0.5807 0.54
H 0.687 -5.694 -1.165 1.0099 -1.6011 -1.1745 0.54
H 0.736 -5.106 1.275 -0.0212 0.2859 0.2863 0.43
C -2.528 3.853 -3.705 -2.1035 0.5357 1.1722 -1.32
C -2.321 3.352 -2.281 0.6771 0.2250 -1.5804 0.73
O -1.275 2.773 -2.082 -0.1952 0.0573 1.0365 -0.33
C -3.431 3.496 -1.274 -0.3214 -0.1331 -0.5874 -0.86
H -1.773 3.512 -4.358 0.7316 -0.3423 -0.6707 0.26
H -2.704 4.921 -3.778 0.6770 0.5170 0.3119 0.39
H -3.537 3.569 -4.006 0.0147 -0.7536 -0.3321 0.39
H -4.288 4.094 -1.633 0.6376 -0.0023 0.1834 0.34
H -3.028 3.861 -0.338 -0.0729 0.0397 0.2543 0.26
H -3.813 2.481 -1.162 0.0404 -0.0738 0.3319 0.15
C 1.237 1.739 -4.170 1.3876 -0.1663 -0.8806 -0.47
C 2.175 2.517 -3.245 -1.3935 -1.3135 0.1305 0.90
O 3.088 1.916 -2.747 1.1823 -0.0470 0.5641 -0.54
C 1.905 3.955 -2.963 -1.1705 0.8908 -0.8681 -1.09
H 0.186 1.822 -3.924 -0.1576 0.2366 0.0386 -0.02
H 1.555 0.651 -4.213 -0.3249 1.3865 0.1413 -0.05
H 1.473 2.214 -5.158 -0.6639 -0.5742 0.4095 0.41
H 1.739 4.495 -3.937 -0.0824 -0.3709 0.9972 0.31
H 2.710 4.408 -2.447 1.1815 0.3099 0.3133 0.40
H 1.046 4.120 -2.278 0.0995 -0.4769 -0.7867 0.13
C -1.745 2.837 3.631 1.7656 -0.0331 1.6031 -0.43
C -1.085 4.170 3.358 -1.5172 0.7478 0.2172 0.65
O -1.578 5.177 3.842 0.4435 -0.4793 -0.1853 -0.60
C 0.094 4.274 2.456 0.6650 -1.8992 0.2386 -0.75
H -1.583 2.565 4.707 0.0718 0.2166 -0.8239 0.32
H -1.346 2.053 3.029 0.2425 -0.6618 -0.4568 -0.13
H -2.784 2.916 3.545 -1.5710 0.2951 -0.3669 0.33
H 0.952 3.849 3.042 -0.3181 0.8041 -0.4553 0.09
H 0.181 5.287 2.141 0.5588 0.6936 -0.0460 0.38
H 0.057 3.588 1.592 -0.3209 0.2797 0.2571 0.14
C 3.217 1.288 3.780 0.5005 -0.2534 -1.0847 -0.73
C 2.763 -0.076 4.195 3.2758 -0.9261 2.4791 0.67
O 1.658 -0.426 4.442 -2.0981 0.0806 -0.4377 -0.48
C 3.950 -0.990 4.633 -0.0684 -0.9931 -4.1748 -1.24
H 2.616 2.038 4.290 0.3192 0.1473 0.0075 0.24
H 2.894 1.263 2.733 0.2142 0.6523 -0.2102 0.13
H 4.355 1.407 3.810 -1.8705 0.0295 0.1921 0.36
H 4.275 -0.675 5.572 0.6664 0.5583 1.5818 0.37
H 4.763 -0.826 3.841 -0.7189 -0.2499 1.3697 0.38
H 3.726 -2.086 4.610 -0.1568 1.0281 0.2588 0.28
```
Positions in Å, forces in eV/Å.

The molar mass is 665.651 g mol⁻¹. As for the total charge: 0. Its SMILES is C[N+](=O)[O-].C[N+](=O)[O-].C[N+](=O)[O-].C[N+](=O)[O-].C[N+](=O)[O-].C[N+](=O)[O-].c1cc[nH]c1.CC(C)=O.CC(C)=O.CC(C)=O.CC(C)=O. The calculation puts the highest occupied orbital energy at -8.3413 eV. For the total energy, the calculation gives -2452.951946 a.u.



(2)
The following is a quantum chemistry calculation of C22H48As4N2S4SbV as an isolated structure, from OMol25.

```
82
Properties=species:S:1:pos:R:3:forces:R:3:mulliken_charge:R:1
V -0.174 -0.945 -0.199 0.2969 1.3698 -0.4973 0.15
C 3.398 -1.342 -1.739 -0.2060 0.2155 -0.1078 -1.34
As 1.997 -2.004 -0.550 1.8280 -1.1628 -0.2291 1.50
C 1.790 -3.716 -1.456 -0.0328 -0.0912 -0.0378 -1.33
C 3.189 -2.456 0.958 -0.2084 0.0178 0.0239 -2.12
C 2.550 -2.972 2.264 -0.0604 -0.0142 -0.0468 2.63
C 3.709 -3.451 3.149 -0.0435 0.0852 -0.0465 -2.09
C 1.825 -1.843 3.012 -0.0378 -0.1119 -0.1610 -1.88
As 0.186 -0.965 2.282 0.3584 -0.2667 1.8357 1.97
C 0.263 0.401 3.707 -0.0822 0.1226 -0.2537 -1.41
C -1.248 -1.960 3.153 -0.1023 0.0028 -0.0193 -1.26
C 1.584 -4.115 1.922 -0.0113 0.0635 0.1253 -0.63
As 0.730 -5.380 3.209 0.1866 0.0182 0.0686 0.43
C 2.281 -6.551 3.550 -0.0309 0.0142 0.0406 -1.16
C 0.754 -4.504 4.982 0.0272 -0.0003 -0.0740 -0.98
H 4.120 -2.139 -1.910 -0.0428 -0.0442 0.0543 0.49
H 3.905 -0.476 -1.323 -0.0441 0.0125 0.0595 0.31
H 2.942 -1.067 -2.691 0.0049 0.0105 0.0128 0.39
H 2.719 -4.287 -1.430 0.0326 0.0727 0.0859 0.46
H 1.536 -3.489 -2.490 -0.0340 0.0018 0.0133 0.46
H 0.974 -4.294 -1.030 -0.0042 0.0420 0.0323 0.33
H 3.763 -1.549 1.161 0.0074 0.0167 -0.0060 0.42
H 3.890 -3.206 0.578 -0.0323 -0.0037 -0.0293 0.74
H 4.435 -2.646 3.285 0.0117 -0.0062 0.0162 0.42
H 4.223 -4.294 2.684 0.0018 -0.0169 0.0167 0.48
H 3.357 -3.756 4.134 0.0506 -0.0180 -0.0181 0.29
H 2.534 -1.024 3.177 -0.0421 0.0146 0.0307 0.61
H 1.523 -2.211 3.994 0.0032 0.1035 0.0104 0.58
H 0.447 -0.120 4.647 0.0308 -0.0568 -0.0423 0.64
H -0.697 0.912 3.775 0.0072 0.0144 -0.0282 0.27
H 1.048 1.139 3.543 -0.0116 -0.0150 -0.0517 0.30
H -1.180 -1.852 4.236 0.1103 0.0173 -0.0194 0.43
H -1.237 -3.010 2.871 0.0252 0.0080 -0.0190 0.31
H -2.190 -1.532 2.809 0.0239 -0.0246 -0.0598 0.35
H 2.080 -4.796 1.223 -0.0502 -0.0378 0.0032 0.68
H 0.744 -3.678 1.374 -0.0288 -0.1380 -0.0494 -1.20
H 2.641 -6.974 2.612 -0.0290 0.0292 -0.0251 0.33
H 1.963 -7.377 4.187 -0.0483 0.0149 -0.0076 0.41
H 3.096 -6.027 4.045 -0.0074 0.0025 -0.0256 0.31
H 0.034 -3.689 5.028 -0.0055 -0.0209 -0.0257 0.17
H 1.737 -4.142 5.277 -0.0222 0.0032 0.0012 0.26
H 0.443 -5.264 5.699 -0.0173 -0.0240 -0.0301 0.43
S -0.508 -1.347 -2.635 0.0719 0.0592 -0.1262 -0.30
As -2.286 -1.556 -1.438 -1.4786 -0.4829 -0.9954 0.10
S -1.350 -2.905 0.060 0.0618 -0.2367 0.1444 -0.33
S -2.149 0.263 -0.204 -0.4722 0.3859 0.0214 -0.42
S -4.104 -2.077 -2.259 0.1301 0.0429 0.1258 -0.45
N 2.665 0.956 0.638 0.0941 -0.1311 -0.0934 0.49
C 2.190 1.498 -0.536 -0.2276 0.1401 -0.1811 -0.39
C 2.949 2.434 -1.244 -0.0037 0.0381 -0.0144 -0.83
C 2.454 2.930 -2.431 -0.0149 -0.0192 0.0861 -0.49
C 1.201 2.517 -2.865 0.0215 0.0339 0.0093 -1.11
C 0.514 1.596 -2.103 -0.1186 0.2447 -0.2014 -0.83
N 0.998 1.063 -0.974 0.2637 -0.4838 0.2872 1.42
H 3.364 1.502 1.116 -0.0229 0.0173 0.0372 0.34
H 1.928 0.619 1.234 -0.0833 0.0980 0.1978 -0.79
H 3.903 2.761 -0.851 0.0177 -0.0394 -0.0047 0.49
H 3.031 3.642 -3.007 0.0081 0.0199 0.0176 0.44
H 0.765 2.898 -3.776 -0.0335 -0.0143 0.0113 0.48
H -0.468 1.266 -2.409 0.0317 -0.0892 0.1051 0.48
C 1.427 4.721 2.868 -0.0944 0.0117 0.0247 -1.24
C -0.038 4.321 3.026 0.0308 -0.1129 -0.2581 -0.75
Sb -0.632 2.872 1.494 -0.2828 0.4990 0.2457 -0.25
C -1.250 4.288 -0.048 0.1066 -0.1122 0.2707 -0.73
C -1.931 5.551 0.463 0.0487 -0.1019 -0.0629 -1.16
C -2.633 2.491 2.298 0.2078 0.0597 -0.0428 -0.58
C -2.997 3.205 3.595 0.0079 -0.0049 -0.0865 -1.24
H 1.726 5.434 3.639 0.0626 0.0080 -0.0334 0.37
H 1.604 5.186 1.896 0.0657 -0.0046 0.0035 0.32
H 2.085 3.851 2.948 0.0199 0.0233 -0.0347 0.23
H -0.679 5.201 2.970 -0.0533 -0.0455 0.0384 0.51
H -0.201 3.861 4.002 -0.0421 -0.0362 -0.0309 0.40
H -1.919 3.722 -0.700 0.0582 -0.0561 -0.0164 0.47
H -0.358 4.536 -0.628 -0.0222 -0.0453 -0.0490 0.44
H -2.798 5.309 1.082 -0.0117 0.0469 0.0153 0.24
H -2.276 6.165 -0.372 -0.0341 0.0362 0.0397 0.40
H -1.246 6.156 1.058 -0.0453 0.0386 0.0118 0.27
H -2.705 1.410 2.423 -0.0556 -0.0104 -0.0531 0.31
H -3.329 2.761 1.503 0.0067 -0.0583 -0.0339 0.63
H -2.328 2.930 4.413 -0.0083 0.0374 0.0127 0.25
H -4.012 2.941 3.899 0.0035 0.0192 0.0285 0.38
H -2.955 4.289 3.479 0.0143 0.0042 0.0635 0.29
```
Positions in Å, forces in eV/Å.

As for the spin multiplicity: 3. The molar mass is 941.300 g mol⁻¹. As for the total charge: 0. The energy above the lowest of the compared OMol25 structures with the same formula, charge and spin comes out at 89.53 kJ/mol. The calculation puts the highest occupied orbital energy (alpha / beta) at -7.6860 / -7.6757 eV. For the total energy, the calculation gives -12696.712371 a.u.



Calculated values (eV/A) of max |F| for the records, taken in order: 4.3, 2.2.